Here is a single C21H29N3O3S molecule at a distorted geometry from OMol25. Energies are from wB97M-V/def2-TZVPD.

## Properties
maximum force	1.15	eV Å⁻¹
spin multiplicity	1
SMILES string	CCN(CC)S(=O)(=O)c1cccc(C(=O)NC[C@@H](c2ccccc2)N(C)C)c1
relative energy (zero: lowest compared OMol25 entry of this formula, charge and spin)	2.5174	eV
molar mass	403.5	g mol⁻¹
gap between HOMO and LUMO	9.42	eV
total charge	0
HOMO energy	-8.84	eV

Positions of all 57 atoms, in Å:
1 C 1.241 -3.677 0.940
2 C 0.726 -3.972 2.348
3 N -0.671 -3.652 2.509
4 C -1.686 -4.557 2.026
5 C -1.971 -5.698 3.000
6 S -1.142 -2.424 3.505
7 O -0.033 -2.036 4.326
8 O -2.386 -2.768 4.133
9 C -1.466 -1.112 2.324
10 C -2.764 -0.821 1.949
11 C -2.988 0.143 0.979
12 C -1.921 0.805 0.395
13 C -0.616 0.513 0.781
14 C 0.585 1.151 0.154
15 O 1.616 0.527 -0.025
16 N 0.440 2.453 -0.160
17 C 1.461 3.241 -0.801
18 C 1.104 3.649 -2.259
19 C 1.876 2.887 -3.316
20 C 2.228 1.549 -3.172
21 C 2.884 0.884 -4.192
22 C 3.195 1.538 -5.372
23 C 2.854 2.870 -5.523
24 C 2.202 3.537 -4.501
25 N -0.356 3.581 -2.443
26 C -0.893 4.685 -3.210
27 C -0.837 2.318 -2.971
28 C -0.396 -0.459 1.752
29 H 2.301 -3.911 0.886
30 H 0.717 -4.280 0.202
31 H 1.104 -2.629 0.688
32 H 1.259 -3.364 3.080
33 H 0.895 -5.028 2.590
34 H -2.594 -3.968 1.883
35 H -1.371 -4.949 1.055
36 H -2.312 -5.282 3.943
37 H -2.743 -6.349 2.596
38 H -1.074 -6.287 3.177
39 H -3.574 -1.347 2.429
40 H -3.998 0.376 0.674
41 H -2.110 1.534 -0.380
42 H -0.459 2.897 -0.066
43 H 1.604 4.149 -0.207
44 H 2.386 2.663 -0.780
45 H 1.379 4.704 -2.361
46 H 2.007 1.016 -2.260
47 H 3.154 -0.154 -4.062
48 H 3.705 1.015 -6.167
49 H 3.098 3.394 -6.436
50 H 1.951 4.582 -4.625
51 H -0.582 4.670 -4.265
52 H -0.585 5.628 -2.762
53 H -1.982 4.630 -3.179
54 H -1.921 2.286 -2.851
55 H -0.608 2.187 -4.039
56 H -0.398 1.489 -2.423
57 H 0.609 -0.691 2.069

Cartesian forces, eV/Å:
-0.1 -0.1 0.3
0.6 0.2 -0.1
-0.3 0.7 0.9
-0.5 -0.3 0.1
0.0 0.2 -0.2
0.1 -0.1 -0.4
0.1 0.1 -0.3
-0.1 0.0 -0.4
0.0 -0.3 0.4
-0.2 0.0 0.1
0.0 0.0 0.0
0.1 0.0 0.1
-0.1 -0.3 0.1
-0.2 0.2 0.1
0.3 -0.2 0.0
-0.1 0.1 0.0
0.2 0.1 -0.2
0.0 -0.1 0.2
0.0 0.2 -0.1
0.0 0.0 0.0
0.0 -0.1 0.0
0.0 0.0 -0.1
0.0 0.0 -0.1
0.0 0.0 0.0
0.0 0.2 0.1
0.0 0.0 0.0
-0.1 0.0 0.0
0.2 0.2 -0.1
0.1 0.0 -0.1
0.0 0.0 -0.1
0.0 0.1 -0.1
0.1 -0.2 -0.1
0.0 0.1 0.1
-0.1 -0.2 -0.2
0.0 0.1 0.0
0.0 -0.1 0.1
-0.1 -0.1 0.0
0.1 -0.1 0.0
-0.1 0.0 0.0
-0.1 0.0 0.0
0.0 0.1 -0.1
0.0 -0.1 0.0
0.0 -0.1 -0.1
-0.1 0.1 0.1
0.0 -0.1 0.0
0.0 0.0 0.2
0.0 -0.1 0.0
0.0 0.0 -0.1
0.0 0.0 -0.1
0.0 0.1 0.0
0.0 0.0 0.0
0.0 0.1 0.0
0.0 0.1 -0.1
0.0 -0.1 0.0
0.0 0.0 0.0
0.0 -0.1 0.0
0.2 0.0 0.0

Atom charges from the Löwdin analysis, given in e for atoms 1 to 8: -0.061 -0.245 -0.268 -0.250 -0.071 0.674 -0.275 -0.279